## a
{"formula": "C4H3FS", "method": "ωB97M-V with the def2-TZVPD basis set", "elements": ["C", "C", "C", "C", "F", "S", "H", "H", "H"], "xyz": [[0.84123, 0.07532, 0.06664], [-0.16441, -0.93859, -0.17691], [0.53097, 1.49317, 0.09067], [-1.41821, -0.95354, 0.30129], [-2.27870, -1.86968, -0.02822], [-0.90356, 2.25122, -0.04695], [1.81776, -0.13694, -0.14387], [0.22361, -2.04073, -0.44455], [1.35130, 2.11978, 0.38189]], "nbo_charge": [-0.127, -0.462, -0.381, 0.534, -0.300, 0.080, 0.204, 0.249, 0.203], "e_homo_ev": [-8.47, -8.62], "total_charge": 0, "molar_mass_g_mol": 102.1, "orbital_gap_ev": [7.0, 6.7]}

## b
{"formula": "C4H3FS", "method": "ωB97M-V with the def2-TZVPD basis set", "elements": ["C", "C", "C", "C", "F", "S", "H", "H", "H"], "xyz": [[-0.23307, -0.20226, 1.58599], [-0.67410, -0.86075, -0.85053], [0.56258, 0.69877, 1.12299], [0.23666, -0.14006, -1.46329], [0.51540, 0.19691, -2.73470], [1.27313, 0.94494, -0.45468], [-0.83660, -0.94874, 1.93043], [-1.57821, -1.39314, -0.81493], [0.73421, 1.70433, 1.67872]], "nbo_charge": [-0.074, -0.318, -0.464, 0.157, -0.318, 0.299, 0.237, 0.220, 0.261], "e_homo_ev": -8.39, "total_charge": 0, "molar_mass_g_mol": 102.1, "orbital_gap_ev": 7.2}

Least stable structure: b

## a
{"formula": "C2H5FO", "method": "ωB97M-V with the def2-TZVPD basis set", "elements": ["C", "C", "O", "F", "H", "H", "H", "H", "H"], "xyz": [[1.97733, 0.27209, 1.14484], [-1.76254, 0.67480, -0.91344], [2.73539, 0.57538, 0.09459], [-2.85103, 0.15613, -0.28571], [2.41152, -0.72457, 1.31322], [-1.84014, 1.72050, -1.07984], [-1.43131, 0.19258, -1.83251], [-0.98311, 0.47671, -0.17564], [2.44377, 1.48932, -0.37819]], "nbo_charge": [0.106, -0.125, -0.656, -0.360, 0.065, 0.159, 0.157, 0.166, 0.489], "e_homo_ev": -9.20, "total_charge": 0, "molar_mass_g_mol": 64.1, "orbital_gap_ev": 9.7}

## b
{"formula": "C2H5FO", "method": "ωB97M-V with the def2-TZVPD basis set", "elements": ["C", "C", "H", "H", "H", "H", "H", "O", "F"], "xyz": [[0.50124, 0.16073, 0.16408], [-0.71620, -0.51928, 0.32529], [0.92520, 1.33502, -1.39425], [1.43860, -0.67554, 0.25460], [0.68127, 1.12842, 0.68499], [-0.60117, -1.07624, 1.26200], [-0.78040, -1.36253, -0.39819], [0.37621, 0.64458, -1.12227], [-1.82475, 0.36485, 0.22374]], "nbo_charge": [-0.092, 0.010, 0.473, 0.155, 0.195, 0.168, 0.184, -0.732, -0.359], "e_homo_ev": -10.47, "total_charge": 0, "smiles": "OCCF", "molar_mass_g_mol": 64.1, "orbital_gap_ev": 11.4}

Least stable structure: a

## a
{"formula": "C5H9NO2S", "method": "ωB97M-V with the def2-TZVPD basis set", "elements": ["C", "C", "C", "C", "C", "N", "O", "O", "S", "H", "H", "H", "H", "H", "H", "H", "H", "H"], "xyz": [[4.00817, 0.86766, -0.44407], [3.09361, 0.08065, -0.50543], [-2.90118, 0.08467, -0.13043], [-0.13295, 1.09699, -0.12052], [2.01911, -0.79774, -0.55931], [1.75599, -1.70921, 0.36162], [-0.98649, -0.64433, -1.82152], [-0.81110, -1.32835, 0.53086], [-1.12809, -0.26199, -0.43157], [4.80348, 1.55236, -0.41347], [-3.00941, 0.31716, 0.92062], [-3.21934, 0.90981, -0.75402], [-3.44165, -0.82021, -0.37911], [-0.18307, 1.86106, -0.86669], [-0.11359, 1.39093, 0.91179], [1.39516, -0.78688, -1.44543], [0.75835, -1.98121, 0.41004], [2.26510, -1.66790, 1.23436]], "lowdin_spin": [0.232, 0.095, 0.042, 0.731, 0.392, 0.264, 0.003, 0.004, 0.098, 0.023, 0.000, 0.001, 0.008, 0.035, 0.034, 0.021, 0.008, 0.009], "e_homo_ev": [-5.77, -9.32], "total_charge": 0, "molar_mass_g_mol": 147.2, "orbital_gap_ev": [6.2, 7.1], "spin_multiplicity": 3}

## b
{"formula": "C5H9NO2S", "method": "ωB97M-V with the def2-TZVPD basis set", "elements": ["C", "C", "C", "C", "C", "N", "O", "O", "S", "H", "H", "H", "H", "H", "H", "H", "H", "H"], "xyz": [[-1.55329, 0.44997, -0.66160], [-1.41150, -0.78877, -1.10477], [-0.04954, -0.51943, 2.02788], [2.05605, 1.10613, -0.45504], [0.45869, 0.52880, 1.13534], [1.40989, 0.17783, 0.33200], [-1.27317, -1.20390, -2.47321], [-1.22553, -1.85276, -0.29065], [-2.17946, 1.88510, -0.55189], [0.45039, -1.39878, 1.66284], [-1.06184, -0.87203, 1.84442], [0.04379, -0.36322, 3.11220], [1.77815, 0.94735, -1.55592], [1.61172, 2.19320, -0.26440], [3.18933, 1.17572, -0.34505], [0.00032, 1.45745, 1.32277], [-1.57580, -0.46059, -3.01524], [-0.66821, -2.46207, -0.71969]], "lowdin_spin": [0.579, 0.359, 0.006, 0.003, 0.005, 0.020, 0.136, 0.115, 0.761, 0.000, 0.002, 0.000, 0.001, 0.000, 0.001, 0.003, 0.001, 0.007], "e_homo_ev": [-7.29, -9.36], "total_charge": 0, "molar_mass_g_mol": 147.2, "orbital_gap_ev": [7.8, 7.7], "spin_multiplicity": 3}

Least stable structure: a

## a
{"formula": "C3H7NO2", "method": "ωB97M-V with the def2-TZVPD basis set", "elements": ["C", "C", "N", "H", "H", "H", "H", "H", "H", "O", "C", "O", "H"], "xyz": [[1.01672, -0.00723, -1.35949], [0.13984, -0.79516, -2.02572], [1.02204, 0.64887, -0.08012], [1.93073, 0.17060, -1.88848], [0.23702, -1.52018, -2.76666], [-0.97586, -0.80428, -1.85257], [1.90403, 0.97232, 0.17775], [-0.56980, -0.87915, 0.82950], [0.19704, 1.12764, 0.17260], [-0.67594, -0.78561, 1.80500], [-1.20519, 0.32485, 2.19876], [-1.45414, 1.32869, 1.50695], [-1.56648, 0.21864, 3.28249]], "lowdin_spin": [0.143, 0.446, 0.349, 0.002, 0.022, 0.014, 0.007, 0.001, 0.011, 0.006, 0.000, -0.001, 0.000], "e_homo_ev": [-14.81, -14.81], "total_charge": 1, "molar_mass_g_mol": 89.1, "orbital_gap_ev": [9.9, 6.2], "spin_multiplicity": 2}

## b
{"formula": "C3H7NO2", "method": "ωB97M-V with the def2-TZVPD basis set", "elements": ["O", "C", "N", "C", "O", "C", "H", "H", "H", "H", "H", "H", "H"], "xyz": [[1.51395, 1.41608, 0.40135], [0.76390, 0.60904, -0.09895], [-0.49254, 0.51676, 0.55342], [-1.58312, -0.37627, 0.31456], [-1.19797, -1.70661, 0.27363], [1.11079, -0.24115, -1.30183], [-0.56164, 1.14097, 1.35628], [-1.92931, -0.25748, -0.74592], [-2.44074, -0.15926, 0.95689], [-0.46624, -2.03082, 0.80932], [1.32013, 0.47583, -2.09622], [0.35902, -0.96195, -1.57533], [2.04558, -0.76071, -1.08080]], "lowdin_spin": [0.272, -0.008, 0.518, 0.063, 0.110, -0.012, 0.008, 0.045, 0.010, 0.001, -0.003, 0.000, -0.003], "e_homo_ev": [-16.69, -16.51], "total_charge": 1, "molar_mass_g_mol": 89.1, "orbital_gap_ev": [12.7, 6.9], "spin_multiplicity": 2}

Least stable structure: a